1.
Density functional theory data (ωB97M-V/def2-TZVPD) for a cluster of 2 separate species, C9H13Cl2F3NO5 in total.

ORCA input file:
```
! wB97M-V def2-TZVPD RIJCOSX def2/J DEFGRID3
* xyz -1 1
C 3.472 -1.020 -0.324
C 2.583 -0.134 -1.145
O 1.894 -0.509 -2.043
O 2.614 1.231 -0.867
C 2.273 1.629 0.456
O 2.975 1.396 1.372
C 0.962 2.359 0.486
C -0.233 1.404 0.725
C -0.879 1.070 -0.614
N -1.770 -0.092 -0.511
C -2.052 -0.732 -1.773
O -1.442 -2.026 -1.909
C -2.064 -3.080 -1.371
F -2.973 -2.745 -0.446
F -2.712 -3.800 -2.307
F -1.178 -3.887 -0.809
O -1.141 2.058 1.594
C -1.763 1.227 2.522
Cl -0.825 1.091 4.008
H 3.898 -0.513 0.536
H 2.925 -1.917 -0.029
H 4.294 -1.328 -0.983
H 0.815 2.847 -0.481
H 0.992 3.114 1.272
H 0.137 0.471 1.183
H -1.489 1.940 -0.892
H -0.097 0.920 -1.371
H -1.353 -0.781 0.108
H -1.622 -0.144 -2.589
H -3.130 -0.813 -1.954
H -2.768 1.600 2.718
H -1.830 0.196 2.165
Cl 1.485 -1.030 3.274
*
```


2.
Density functional theory data (ωB97M-V/def2-TZVPD) for the molecule C2H4FNO in a non-equilibrium geometry.

The energy above the lowest of the compared OMol25 structures with the same formula, charge and spin comes out at 21.19 kcal per mole. As for the SMILES: NC(=O)CF.

ORCA input file:
```
! wB97M-V def2-TZVPD RIJCOSX def2/J DEFGRID3
* xyz 0 1
N 0.864 0.311 -1.050
C 0.091 -0.569 -0.427
O -0.287 -1.632 -0.831
C -0.514 0.032 0.964
F -1.378 1.084 0.579
H 1.229 1.106 -0.600
H 1.352 -0.037 -1.762
H -1.263 -0.702 1.251
H -0.095 0.408 1.877
*
```


3.
Density functional theory data (ωB97M-V/def2-TZVPD) for the molecule C2H5N3O2 in a non-equilibrium geometry.

The energy above the lowest of the compared OMol25 structures with the same formula, charge and spin comes out at 133.42 kcal per mole. As for the SMILES: [H]/N=C(\NO)NC=O.

ORCA input file:
```
! wB97M-V def2-TZVPD RIJCOSX def2/J DEFGRID3
* xyz 0 1
H 2.310 1.141 -0.013
N 1.299 1.383 -0.435
C 0.596 0.511 0.163
N 0.897 -0.770 0.591
O 2.001 -0.877 -0.286
N -0.849 0.820 0.228
C -2.050 0.130 -0.005
O -2.219 -0.991 -0.348
H 0.044 -1.415 0.392
H 2.712 -1.517 0.160
H -1.195 1.826 0.902
H -2.838 1.032 -0.002
*
```


Number 1: E -2001.7735 Eh, Kohn-Sham gap 0.252 Ha. Number 2: E -308.4491 Eh, Kohn-Sham gap 0.409 Ha. Number 3: E -393.8066 Eh, Kohn-Sham gap 0.367 Ha.